{"formula": "C35H58BBeBrCl7F18NNaO11PS", "method": "ωB97M-V with the def2-TZVPD basis set", "homo_ev": -7.4751, "homo_lumo_gap_ev": 1.101, "max_force_ev_per_a": 3.51, "de_lowest_kj_mol": 0.0, "species": ["C", "C", "C", "C", "C", "C", "C", "C", "C", "C", "C", "C", "C", "C", "N", "C", "C", "C", "Br", "C", "S", "O", "O", "F", "C", "C", "C", "O", "O", "C", "O", "C", "F", "F", "F", "H", "H", "H", "H", "H", "H", "H", "H", "H", "H", "H", "H", "H", "H", "H", "H", "H", "H", "H", "H", "H", "H", "H", "H", "H", "H", "H", "H", "H", "H", "H", "H", "H", "H", "H", "C", "C", "O", "C", "O", "C", "F", "F", "F", "H", "H", "H", "H", "H", "H", "C", "Cl", "Cl", "Cl", "H", "Be", "F", "P", "F", "F", "F", "F", "F", "C", "Cl", "Cl", "Cl", "Cl", "C", "O", "C", "C", "O", "C", "C", "O", "C", "H", "H", "H", "H", "H", "H", "H", "H", "H", "H", "H", "H", "H", "H", "O", "H", "H", "B", "F", "F", "F", "F", "Na", "F"], "positions_angstrom": [[-6.7310, -2.6084, 4.5665], [-6.0925, -1.2008, 4.5343], [-5.1092, -0.9141, 5.6926], [-3.9600, -1.9363, 5.7913], [-2.8453, -1.6765, 4.7394], [-1.5419, -2.4365, 5.1429], [-1.4375, -3.7517, 4.3382], [-0.2075, -4.6412, 4.6716], [1.1551, -3.9086, 4.7563], [1.9513, -3.9472, 3.4211], [1.0916, -3.2669, 2.3073], [2.0354, -2.7747, 1.1300], [1.3709, -3.1892, -0.1630], [0.1461, -2.5762, -0.5142], [-0.5122, -2.9144, -1.6378], [-1.7984, -2.1841, -1.8768], [-2.9532, -2.7906, -1.0660], [-4.3254, -2.3479, -1.6434], [-2.9172, -2.1995, 0.8192], [-0.0415, -3.8629, -2.4740], [-0.8952, -4.3320, -4.0136], [-0.6255, -5.7312, -4.1765], [-0.4592, -3.4969, -5.0934], [-2.4489, -4.1781, -3.7391], [1.1583, -4.5494, -2.2355], [1.8843, -4.1980, -1.0660], [3.2285, -4.8582, -0.6891], [3.1528, -5.8924, -0.1163], [4.4659, -4.3634, -1.0140], [4.5644, -2.9656, -0.9891], [5.7938, -2.6361, -1.5641], [6.0760, -1.3167, -1.4501], [5.0432, -0.5223, -1.8276], [7.0469, -1.0930, -2.2561], [6.4615, -0.9523, -0.2344], [-7.3527, -2.7113, 5.4674], [-7.4083, -2.6992, 3.7050], [-6.0064, -3.4280, 4.5333], [-6.9153, -0.4743, 4.5118], [-5.5357, -1.0845, 3.5902], [-4.6962, 0.0952, 5.5463], [-5.6673, -0.8791, 6.6402], [-4.3191, -2.9628, 5.6354], [-3.4775, -1.8892, 6.7758], [-2.6220, -0.5998, 4.6885], [-3.1394, -1.9832, 3.7258], [-1.5064, -2.6617, 6.2168], [-0.7049, -1.7710, 4.8812], [-2.3347, -4.3625, 4.5254], [-1.4564, -3.5124, 3.2646], [-0.1232, -5.3836, 3.8573], [-0.3943, -5.2259, 5.5812], [1.7861, -4.4093, 5.5064], [1.0847, -2.8613, 5.0735], [2.1835, -4.9906, 3.1725], [2.8691, -3.3526, 3.5283], [0.5782, -2.4305, 2.7984], [0.3276, -3.9535, 1.9205], [2.0804, -1.6812, 1.2075], [3.0031, -3.2544, 1.2940], [-0.2629, -1.8104, 0.1458], [-1.6091, -1.1633, -1.5183], [-2.0124, -2.0904, -2.9462], [-2.8797, -3.8841, -1.0562], [-5.1178, -2.5461, -0.9200], [-4.2594, -1.2565, -1.7739], [-4.5018, -2.8121, -2.6197], [1.5489, -5.3145, -2.9030], [4.5369, -2.5444, 0.0278], [3.7999, -2.4544, -1.6015], [0.9397, 0.5700, -4.0999], [1.0337, 2.0561, -3.8155], [-0.0261, 2.8216, -4.3188], [-1.2343, 2.8028, -3.5320], [-1.0135, 3.0330, -2.2867], [-2.1103, 1.5252, -3.7605], [-2.0731, 1.1267, -5.0465], [-3.3932, 1.7838, -3.4873], [-1.7593, 0.4546, -3.0122], [0.5934, 0.3617, -5.1115], [1.9199, 0.1252, -3.9462], [0.2559, 0.0779, -3.4029], [1.9264, 2.4344, -4.3175], [1.1825, 2.2418, -2.7497], [-1.8322, 3.5883, -4.0642], [-1.0745, 6.8379, -4.5245], [-1.4664, 8.5447, -4.5790], [-2.4916, 5.8877, -4.0037], [-0.5007, 6.2777, -6.0956], [-0.2841, 6.6821, -3.7908], [-3.8530, 5.0349, -5.9217], [-6.5196, 5.4188, -7.7217], [-6.8465, 4.0536, -8.6290], [-6.6828, 2.4155, -8.6506], [-8.1593, 4.8831, -9.1538], [-5.1798, 4.0929, -8.6016], [-6.6516, 3.9578, -10.2570], [-7.7893, 3.6196, -7.3490], [6.7833, -2.4706, 2.8937], [7.5081, -3.2581, 1.4875], [5.1312, -1.9238, 2.5068], [6.7082, -3.6109, 4.2418], [7.7524, -1.0720, 3.3537], [4.7880, 5.0284, 2.4448], [4.3140, 3.7013, 2.2957], [3.4781, 3.2472, 3.3434], [2.1886, 2.6239, 2.8340], [1.2891, 3.4903, 2.1674], [1.6571, 4.0565, 0.9147], [1.8279, 3.0804, -0.2357], [2.9497, 2.1973, -0.0494], [2.6681, 0.8527, -0.2545], [5.7345, 5.0337, 2.9933], [4.9582, 5.4377, 1.4487], [4.0595, 5.6669, 2.9509], [3.2382, 4.0541, 4.0417], [4.0330, 2.4762, 3.8955], [1.6405, 2.2695, 3.7127], [2.3909, 1.7316, 2.2340], [2.5299, 4.6989, 1.0205], [0.8302, 4.7218, 0.6494], [2.0161, 3.6528, -1.1484], [0.8975, 2.5163, -0.3686], [1.6427, 0.6045, 0.0570], [3.3655, 0.2658, 0.3515], [2.8143, 0.5729, -1.3185], [1.3542, 6.6463, -2.1875], [1.7382, 6.9054, -1.3382], [1.1233, 5.7199, -2.0616], [-0.3924, 6.6307, 1.0047], [-0.9252, 6.0726, -0.1864], [-0.4424, 5.6750, 2.0347], [0.9652, 7.0014, 0.7760], [-1.1306, 7.7657, 1.3657], [2.5419, -1.5823, -2.3794], [7.8426, -2.6333, -3.8151]], "forces_ev_per_angstrom": [[-0.31, 0.57, -0.05], [0.34, -0.51, -0.07], [-0.44, -0.19, -0.02], [0.25, 0.46, -0.82], [0.38, -0.11, 1.01], [-0.35, -0.06, -1.21], [0.28, -0.16, 0.49], [0.00, 0.27, -0.52], [0.68, -0.56, -0.16], [-1.16, 0.59, 0.21], [0.92, -0.33, 0.39], [-1.42, -0.57, 0.40], [0.13, -0.49, -1.23], [1.36, -0.67, 0.35], [-0.15, 0.28, -0.01], [-0.21, 0.79, 0.67], [-0.87, -0.19, -0.37], [1.07, 0.58, 0.17], [0.32, -0.26, -0.42], [-0.10, -0.63, 0.01], [1.16, -2.11, -2.56], [-0.67, 1.20, 1.01], [-1.03, 0.44, 1.70], [1.32, 0.19, 0.11], [0.07, 0.80, 1.11], [0.01, 1.73, 0.34], [0.39, -0.65, -0.11], [-0.30, -0.42, 0.13], [-1.59, 0.62, 0.09], [1.11, 1.03, 0.01], [-1.25, -0.76, 0.44], [2.39, 0.05, -1.15], [-1.14, 0.01, 0.23], [0.51, 0.78, -0.26], [-0.78, 0.07, 0.69], [0.23, -0.11, -0.15], [0.20, -0.14, 0.20], [-0.13, 0.17, -0.01], [0.33, 0.02, 0.10], [-0.21, 0.01, 0.12], [0.00, -0.24, 0.11], [0.10, -0.11, -0.18], [-0.01, 0.22, 0.32], [-0.26, 0.03, -0.13], [-0.19, -0.23, 0.09], [-0.11, 0.01, 0.22], [0.00, 0.24, -0.20], [-0.03, -0.33, 0.28], [0.13, 0.22, -0.07], [0.02, -0.01, 0.23], [-0.03, 0.02, 0.33], [0.03, 0.33, -0.08], [-0.21, 0.16, -0.12], [-0.22, -0.24, 0.01], [0.14, 0.27, -0.14], [-0.09, -0.38, 0.06], [0.06, 0.02, -0.47], [0.14, 0.11, 0.16], [0.39, -0.20, -0.20], [-0.09, 0.26, -0.30], [-0.21, -0.13, -0.44], [-0.13, -0.29, -0.19], [0.12, -0.28, 0.27], [0.02, 0.22, 0.17], [0.07, -0.18, -0.31], [-0.29, -0.26, -0.07], [-0.09, 0.00, 0.26], [-0.33, 0.16, -0.04], [-0.22, -0.41, -0.09], [0.68, -1.24, 0.71], [-0.47, -0.43, 0.36], [0.88, 0.40, 0.09], [-0.79, -0.55, -0.78], [1.42, -0.10, 1.09], [-0.76, -0.15, -0.08], [-0.20, 0.31, -0.91], [0.08, -0.14, 0.10], [0.02, 0.06, 0.25], [-0.16, 0.07, 0.19], [0.17, -0.04, -0.03], [0.54, -0.01, -0.29], [-0.02, 0.00, -0.08], [-0.06, 0.07, -0.04], [-0.18, -0.02, 0.04], [-0.48, 0.02, -0.33], [0.64, 0.96, -0.69], [-0.03, -0.28, 0.09], [-1.07, -0.13, -0.21], [-0.23, -0.20, 0.10], [-0.11, -0.15, 0.35], [0.43, 0.06, 0.21], [-0.07, 0.73, 0.21], [-1.39, -0.46, -0.93], [0.11, 0.14, -0.57], [-0.26, -0.33, 0.69], [1.03, -0.76, 0.76], [0.89, 0.26, 0.17], [0.53, 0.56, 0.58], [0.49, -0.07, 0.05], [-0.19, 0.00, 0.15], [-0.07, 0.07, 0.06], [-0.08, 0.05, -0.09], [-0.13, -0.07, -0.06], [0.07, -0.13, -0.09], [-0.23, 0.18, 0.01], [0.17, -0.17, -0.11], [-0.23, 0.11, -0.12], [0.16, -0.40, -0.05], [0.04, 0.17, -0.04], [-0.04, 0.27, 0.32], [-0.26, -0.48, -0.12], [0.14, 0.31, 0.29], [-0.01, 0.11, 0.08], [0.04, -0.05, 0.00], [0.00, -0.02, 0.01], [-0.03, 0.06, -0.08], [-0.13, -0.03, 0.17], [-0.01, 0.10, 0.04], [0.26, 0.00, -0.10], [0.13, -0.12, -0.06], [0.21, -0.45, 0.05], [-0.11, 0.07, -0.01], [0.06, -0.08, -0.01], [-0.08, -0.06, -0.06], [0.10, -0.04, -0.07], [-0.11, -0.03, -0.12], [0.23, -0.23, -0.51], [-0.43, 0.14, 0.16], [-0.14, 0.04, 0.26], [-0.47, 0.48, 0.37], [0.17, -0.08, -0.05], [-0.08, 0.22, -0.17], [0.05, -0.05, -0.20], [0.13, -0.15, -0.14], [-0.70, 1.33, -0.90], [-0.12, -0.35, -0.25]], "lowdin_charge": [-0.11, -0.26, -0.21, -0.20, -0.20, -0.20, -0.22, -0.19, -0.20, -0.18, -0.15, -0.12, -0.10, 0.03, 0.00, -0.17, -0.67, -0.11, 0.82, -0.17, 0.72, -0.21, -0.20, -0.12, 0.09, 0.01, -0.40, 0.23, 0.14, -0.20, 0.12, -0.75, 0.14, 0.22, 0.15, 0.08, 0.07, 0.05, 0.11, 0.09, 0.11, 0.11, 0.10, 0.11, 0.11, 0.05, 0.12, 0.09, 0.12, 0.05, 0.11, 0.11, 0.11, 0.10, 0.12, 0.08, 0.12, 0.11, 0.12, 0.08, 0.12, 0.12, 0.13, 0.10, 0.08, 0.09, 0.09, 0.16, 0.09, 0.08, -0.05, -0.24, -0.08, -0.51, 0.02, -0.54, 0.14, 0.15, 0.09, 0.10, 0.05, 0.05, 0.14, 0.09, 0.07, -1.45, 0.62, 0.62, 0.57, 0.01, 0.96, -0.26, 0.35, -0.20, -0.19, -0.27, -0.19, -0.21, -2.01, 0.60, 0.56, 0.54, 0.57, -0.10, -0.20, -0.19, -0.19, -0.10, -0.16, -0.15, -0.15, -0.15, 0.08, 0.09, 0.09, 0.13, 0.12, 0.13, 0.10, 0.12, 0.10, 0.12, 0.12, 0.09, 0.08, 0.06, -0.06, 0.04, 0.02, -1.24, 0.07, 0.10, 0.07, 0.10, 0.56, -0.62]}